{
  "formula": "C39H44Br2KN2O2S",
  "method": "ωB97M-V with the def2-TZVPD basis set",
  "elements": ["Br", "Br", "K", "S", "O", "O", "N", "N", "C", "C", "C", "C", "C", "C", "C", "C", "C", "C", "C", "C", "C", "C", "C", "C", "C", "C", "C", "C", "C", "C", "C", "C", "C", "C", "C", "C", "C", "C", "C", "C", "C", "C", "C", "C", "C", "C", "C", "H", "H", "H", "H", "H", "H", "H", "H", "H", "H", "H", "H", "H", "H", "H", "H", "H", "H", "H", "H", "H", "H", "H", "H", "H", "H", "H", "H", "H", "H", "H", "H", "H", "H", "H", "H", "H", "H", "H", "H", "H", "H", "H", "H"],
  "coordinates": [[-2.040, -1.398, 1.496], [7.839, -1.633, -2.431], [0.694, -2.174, -0.240], [3.240, -0.928, 1.480], [-0.242, -0.163, -0.510], [3.004, -0.188, 0.193], [1.835, -2.561, -2.612], [-0.875, -3.087, -2.331], [-3.833, 5.000, 0.967], [0.655, -5.179, 0.017], [-2.090, 0.387, 0.831], [0.629, -4.040, 1.998], [-3.881, 3.635, 3.032], [-0.238, 0.501, 4.046], [4.588, -0.066, 2.278], [3.908, -1.744, -3.725], [0.737, 3.710, -0.939], [5.311, -2.492, -1.444], [-3.005, 2.602, 0.924], [-5.442, 3.122, 1.153], [0.478, -0.628, 4.433], [-0.159, 2.671, -1.629], [-2.566, -2.598, -4.481], [1.977, -4.262, 1.636], [-1.123, 2.073, -0.586], [1.227, 0.748, 2.145], [5.277, -1.534, -3.661], [-2.058, 2.948, -0.032], [5.964, -1.921, -2.521], [1.929, -0.374, 2.558], [-0.977, 3.378, -2.720], [-1.192, -2.459, -4.617], [3.241, -2.335, -2.660], [-0.390, -2.705, -3.514], [1.987, -4.968, 0.409], [3.941, -2.685, -1.512], [1.095, -2.524, -3.632], [-3.007, 1.269, 1.341], [-2.186, -3.215, -2.208], [-3.074, -2.980, -3.254], [1.561, -1.080, 3.692], [0.154, 1.188, 2.902], [-1.085, 0.714, -0.140], [-0.185, -4.609, 1.001], [0.766, 1.680, -2.350], [-1.460, 0.949, 4.798], [-4.021, 3.582, 1.505], [-1.736, 0.234, 5.573], [4.365, 1.000, 2.282], [2.066, -1.999, 3.960], [-2.839, 5.389, 1.195], [-0.421, 2.041, 2.557], [-2.539, -3.506, -1.225], [1.458, 1.181, -1.679], [5.480, -0.273, 1.689], [0.155, -1.191, 5.300], [-1.607, 4.177, -2.325], [3.368, -1.412, -4.601], [-6.187, 3.803, 1.575], [-2.304, 1.055, 4.116], [0.200, 0.904, -2.864], [-5.575, 3.089, 0.071], [0.148, 4.490, -0.452], [-4.043, 2.655, 3.483], [5.801, -1.062, -4.481], [1.489, 1.219, 1.208], [1.335, 2.249, -3.096], [-5.640, 2.122, 1.541], [-3.224, -2.405, -5.318], [-1.301, 1.919, 5.274], [-1.624, 2.662, -3.230], [-1.268, -4.613, 0.998], [0.333, -5.692, -0.878], [-4.569, 5.664, 1.426], [-0.748, -2.154, -5.556], [2.862, -5.333, -0.113], [3.403, -3.116, -0.674], [0.279, -3.542, 2.892], [-3.718, 0.914, 2.079], [-4.611, 4.326, 3.462], [1.400, 4.186, -1.667], [-2.036, 3.973, -0.381], [-0.303, 3.819, -3.460], [-2.881, 3.968, 3.314], [4.703, -0.446, 3.292], [-3.972, 5.044, -0.114], [1.471, -2.349, -4.650], [1.358, 3.232, -0.179], [5.857, -2.772, -0.553], [-4.138, -3.091, -3.093], [2.848, -3.991, 2.219]],
  "forces_ev_per_angstrom": [[-0.14, 0.05, 0.01], [0.05, 0.01, 0.00], [0.71, -1.28, 0.52], [-0.20, 0.24, -0.46], [-0.77, 1.50, -0.29], [0.30, -0.39, 0.20], [0.44, 0.12, -0.21], [0.00, 0.13, -0.17], [-0.02, 0.02, 0.00], [-0.19, 0.01, 0.24], [0.04, 0.04, -0.09], [0.13, -0.20, 0.04], [0.00, 0.02, 0.02], [0.00, -0.02, 0.03], [0.12, 0.14, 0.10], [0.14, 0.08, -0.08], [0.03, 0.03, 0.02], [-0.05, 0.01, -0.02], [-0.02, -0.03, 0.01], [-0.03, -0.01, -0.01], [-0.01, -0.01, 0.04], [-0.03, -0.02, 0.07], [0.07, 0.02, -0.04], [-0.11, -0.10, -0.09], [-0.06, 0.00, 0.02], [-0.11, -0.05, 0.18], [-0.03, -0.02, 0.04], [0.05, 0.04, 0.00], [-0.05, 0.01, -0.03], [-0.03, 0.10, -0.03], [-0.02, 0.04, -0.08], [-0.14, -0.02, -0.04], [-0.60, -0.08, 0.00], [0.61, 0.02, -0.02], [0.00, 0.07, 0.24], [0.17, -0.04, -0.02], [-0.36, -0.06, -0.04], [-0.01, 0.01, 0.02], [0.03, 0.05, -0.05], [-0.05, -0.03, 0.08], [-0.06, 0.05, -0.06], [0.07, 0.04, -0.12], [0.02, -0.03, -0.05], [0.10, -0.29, -0.07], [-0.10, 0.04, 0.00], [-0.02, -0.03, 0.07], [0.01, -0.02, 0.00], [0.02, -0.01, 0.01], [0.01, 0.00, 0.00], [0.05, -0.02, 0.01], [0.03, -0.01, 0.03], [-0.03, 0.02, 0.02], [-0.03, -0.02, 0.03], [0.05, -0.03, 0.11], [0.06, 0.02, 0.01], [0.00, -0.01, 0.02], [0.03, -0.02, -0.03], [-0.01, 0.01, 0.00], [-0.02, 0.02, 0.01], [0.02, -0.01, -0.02], [-0.06, -0.04, -0.01], [0.00, 0.01, -0.02], [0.00, 0.00, 0.00], [-0.02, -0.01, -0.01], [0.01, 0.00, 0.00], [0.01, 0.03, -0.04], [0.02, -0.06, 0.01], [0.00, -0.02, 0.01], [-0.01, 0.00, 0.00], [0.01, 0.02, -0.01], [-0.01, -0.02, -0.01], [-0.03, 0.01, -0.02], [-0.03, 0.01, -0.05], [-0.01, 0.01, 0.00], [0.00, 0.01, -0.01], [0.04, 0.02, -0.02], [-0.01, -0.07, -0.05], [-0.01, 0.03, 0.01], [-0.02, 0.00, 0.00], [-0.02, 0.02, 0.02], [0.02, 0.01, -0.01], [-0.02, -0.03, 0.07], [0.00, 0.02, -0.03], [0.02, 0.01, 0.00], [0.02, 0.00, 0.04], [-0.01, -0.02, -0.03], [-0.05, -0.03, 0.05], [0.01, -0.01, 0.02], [0.02, 0.00, 0.00], [-0.01, 0.00, -0.01], [0.01, 0.02, -0.01]],
  "mulliken_charge": [-0.10, -0.24, 1.58, 0.88, -0.58, -0.61, 0.35, 0.14, -2.13, -0.25, 0.28, -0.57, -1.69, 0.77, -1.25, -0.68, -1.58, -0.74, -0.65, -1.76, -0.80, 2.16, -0.42, -0.43, 0.08, -0.62, -0.81, -0.37, 0.07, 0.37, -1.81, -0.87, -0.03, 0.53, -0.88, 0.37, -0.50, -0.80, -0.21, -0.83, -0.83, -0.33, 0.07, -0.89, -2.15, -1.09, 2.07, 0.36, 0.37, 0.38, 0.38, 0.36, 0.40, 0.25, 0.41, 0.29, 0.28, 0.26, 0.45, 0.01, 0.33, 0.36, 0.29, 0.31, 0.40, 0.54, 0.52, 0.33, 0.42, 0.33, 0.39, 0.53, 0.38, 0.44, 0.39, 0.50, 0.45, 0.39, 0.60, 0.49, 0.48, 0.26, 0.49, 0.32, 0.37, 0.39, 0.20, 0.19, 0.51, 0.41, 0.54],
  "mol_weight_g_mol": 803.8,
  "total_charge": -1,
  "largest_force_ha_per_bohr": 0.033,
  "e_tot_ha": -7918.7310
}